(1)
Here is a structure of composition C32H57N8O8S2SiTl in a non-equilibrium geometry from OMol25. Energies are from wB97M-V/def2-TZVPD.

Calculated values
F_max ... 1.00 eV/Å
Calculated total energy ... -3552.1827 a.u.
LUMO energy ... 3.906 eV
Net charge ... -2
Relative energy (zero: lowest compared OMol25 entry of this formula, charge and spin) ... 11.45 kcal/mol
Orbital gap ... 5.5174 eV

Each line ends with the Löwdin charge.
Atoms and positions in Å:
Tl: 0.366 0.001 0.834  0.89
C: 1.123 -2.576 -3.961  -0.03
C: 0.537 -1.883 -2.732  -0.64
C: -0.260 -2.879 -1.891  -0.01
C: -0.374 -0.738 -3.162  -0.03
O: 1.576 -1.283 -1.953  -0.23
Si: 3.039 -1.877 -1.426  -0.24
S: 3.714 -0.805 0.168  0.19
O: 2.729 -3.494 -1.219  -0.17
C: 3.566 -4.604 -0.953  -0.66
C: 4.044 -5.185 -2.285  -0.04
C: 4.765 -4.222 -0.089  -0.06
C: 2.696 -5.620 -0.219  -0.04
O: 4.059 -1.964 -2.760  -0.17
C: 4.824 -0.994 -3.443  -0.67
C: 5.307 -1.680 -4.720  -0.04
C: 6.027 -0.546 -2.615  -0.05
C: 3.951 0.206 -3.799  -0.03
H: 0.324 -3.055 -4.533  0.08
H: 1.847 -3.334 -3.659  0.07
H: 1.629 -1.851 -4.604  0.07
H: -1.136 -3.220 -2.446  0.09
H: -0.616 -2.402 -0.978  0.07
H: 0.359 -3.734 -1.621  0.07
H: -1.185 -1.111 -3.791  0.08
H: 0.195 0.010 -3.720  0.08
H: -0.821 -0.261 -2.286  0.07
H: 4.572 -4.415 -2.848  0.07
H: 3.186 -5.517 -2.876  0.08
H: 4.709 -6.038 -2.118  0.08
H: 5.408 -3.514 -0.617  0.07
H: 5.343 -5.116 0.161  0.08
H: 4.431 -3.732 0.826  0.07
H: 1.840 -5.892 -0.839  0.08
H: 2.320 -5.182 0.707  0.09
H: 3.265 -6.523 0.017  0.08
H: 5.927 -2.542 -4.463  0.08
H: 5.896 -0.990 -5.331  0.08
H: 4.451 -2.031 -5.299  0.08
H: 6.692 -1.395 -2.434  0.08
H: 5.699 -0.167 -1.647  0.03
H: 6.582 0.231 -3.149  0.08
H: 3.178 -0.078 -4.517  0.08
H: 4.552 1.012 -4.228  0.08
H: 3.455 0.572 -2.899  0.06
O: -4.947 -3.835 2.580  0.05
C: -4.040 -3.071 2.296  -0.31
C: -3.908 -2.274 1.041  -0.33
O: -4.709 -2.294 0.098  0.00
C: -2.703 -1.464 1.161  -0.35
C: -1.970 -1.870 2.344  -0.36
O: -0.817 -1.510 2.652  -0.13
C: -2.852 -2.746 3.155  -0.32
O: -2.665 -3.119 4.303  0.05
O: -2.297 -0.566 0.354  -0.19
N: -0.659 1.901 2.688  0.15
C: -1.635 2.313 3.146  -0.27
N: -2.846 2.622 3.595  -0.09
C: -3.988 2.238 2.755  -0.14
C: -4.475 0.837 3.103  -0.15
C: -4.782 0.736 4.597  -0.19
C: -3.551 1.120 5.418  -0.17
C: -3.070 2.520 5.039  -0.16
H: -3.681 2.317 1.713  0.06
H: -4.779 2.975 2.930  0.12
H: -3.696 0.114 2.838  0.11
H: -5.357 0.599 2.505  0.12
H: -5.105 -0.274 4.851  0.11
H: -5.607 1.417 4.844  0.11
H: -2.746 0.408 5.212  0.12
H: -3.763 1.084 6.489  0.11
H: -2.142 2.771 5.551  0.12
H: -3.822 3.268 5.309  0.12
C: -5.325 0.754 -0.860  -0.07
N: -4.040 1.378 -0.605  -0.02
C: -3.834 2.691 -0.634  -0.83
S: -2.321 3.383 -0.311  0.70
N: -4.936 3.457 -0.907  -0.06
C: -4.878 4.857 -1.264  -0.13
H: -5.198 -0.325 -0.761  0.07
H: -5.682 0.974 -1.873  0.08
H: -6.084 1.077 -0.138  0.08
H: -3.294 0.744 -0.290  0.08
H: -5.738 2.950 -1.239  0.09
H: -3.943 5.265 -0.889  0.02
H: -5.714 5.392 -0.811  0.07
H: -4.910 5.002 -2.349  0.08
C: 2.972 2.986 -0.111  -0.17
N: 3.436 4.209 -0.798  -0.09
C: 2.853 5.364 -0.116  -0.20
N: 1.389 5.331 -0.085  -0.09
C: 0.983 4.082 0.587  -0.20
N: 1.512 2.902 -0.089  -0.11
C: 1.024 2.892 -1.469  -0.19
N: 1.438 4.106 -2.199  -0.08
C: 2.901 4.180 -2.163  -0.19
C: 0.907 5.261 -1.471  -0.19
H: 3.345 2.994 0.915  0.13
H: 3.378 2.101 -0.602  0.09
H: 3.172 6.277 -0.630  0.11
H: 3.225 5.390 0.911  0.12
H: -0.107 4.026 0.605  0.03
H: 1.349 4.096 1.615  0.12
H: -0.067 2.842 -1.461  0.05
H: 1.417 2.007 -1.973  0.12
H: 3.221 5.086 -2.688  0.11
H: 3.309 3.313 -2.680  0.11
H: -0.183 5.198 -1.460  0.10
H: 1.208 6.175 -1.991  0.11

=====

(2)
Here is a structure of composition C32H58BNOSb2Tl from OMol25. Energies are from wB97M-V/def2-TZVPD.

Calculated values
F_max ... 0.15 eV/Å
Calculated total energy ... -2061.6293 a.u.
LUMO energy ... -3.478 eV
Net charge ... +1
Relative energy (zero: lowest compared OMol25 entry of this formula, charge and spin) ... 0.00 kcal/mol
Orbital gap ... 7.7205 eV

Each line ends with the Löwdin charge.
Atoms and positions in Å:
Tl: 0.346 0.658 0.638  0.70
C: -1.249 -1.418 1.843  -0.10
C: -1.163 -2.578 1.148  -0.09
C: 0.302 -2.911 1.012  -0.07
C: 0.992 -1.935 1.650  -0.08
C: 0.088 -0.910 2.204  -0.41
C: 0.327 -0.359 3.617  -0.58
C: 1.806 -0.032 3.829  -0.04
C: -0.087 -1.462 4.605  -0.02
C: -0.519 0.888 3.880  -0.05
C: 1.045 -4.026 0.275  -0.52
C: 1.035 -3.734 -1.234  -0.03
C: 0.496 -5.429 0.561  -0.04
C: 2.520 -4.048 0.704  -0.06
C: -2.426 -3.344 0.751  -0.52
C: -2.641 -4.513 1.728  -0.02
C: -3.658 -2.435 0.874  -0.06
C: -2.415 -3.844 -0.697  -0.04
H: -2.159 -0.928 2.148  0.11
H: 2.064 -1.882 1.751  0.11
H: 2.416 -0.935 3.838  0.10
H: 1.944 0.466 4.790  0.10
H: 2.193 0.626 3.045  0.05
H: 0.415 -2.402 4.368  0.10
H: -1.163 -1.633 4.582  0.09
H: 0.192 -1.173 5.619  0.10
H: -0.177 1.735 3.275  0.05
H: -0.443 1.182 4.928  0.10
H: -1.575 0.717 3.661  0.09
H: 0.029 -3.676 -1.641  0.05
H: 1.571 -4.520 -1.770  0.10
H: 1.542 -2.786 -1.431  0.08
H: -0.506 -5.591 0.174  0.05
H: 0.487 -5.630 1.633  0.10
H: 1.146 -6.167 0.090  0.09
H: 3.045 -3.134 0.425  0.08
H: 3.023 -4.873 0.199  0.09
H: 2.623 -4.200 1.780  0.10
H: -2.770 -4.131 2.742  0.09
H: -1.811 -5.213 1.739  0.06
H: -3.545 -5.062 1.454  0.09
H: -3.840 -2.123 1.903  0.09
H: -4.541 -2.985 0.545  0.09
H: -3.564 -1.543 0.249  0.08
H: -1.655 -4.593 -0.892  0.06
H: -2.263 -3.012 -1.392  0.06
H: -3.382 -4.293 -0.930  0.10
C: -0.438 -1.513 -3.540  -0.28
Sb: -0.887 -0.117 -2.004  1.37
C: -2.983 0.071 -2.333  -0.28
C: -0.107 1.636 -3.013  -0.32
C: -1.093 2.588 -3.616  -0.28
C: -1.180 2.637 -5.008  -0.04
C: -2.033 3.514 -5.656  -0.06
C: -2.816 4.379 -4.910  -0.07
C: -2.746 4.337 -3.528  -0.04
C: -1.907 3.445 -2.860  -0.27
C: -2.019 3.423 -1.354  -0.29
Sb: -0.298 3.328 -0.082  1.40
C: -0.949 4.566 1.506  -0.27
C: 1.223 4.427 -1.058  -0.23
H: -0.939 -2.460 -3.351  0.00
H: 0.637 -1.672 -3.586  0.02
H: -0.794 -1.088 -4.478  0.02
H: -3.155 0.669 -3.228  0.02
H: -3.471 0.537 -1.480  0.00
H: -3.402 -0.924 -2.471  0.01
H: 0.538 1.226 -3.792  0.07
H: 0.578 2.120 -2.317  -0.02
H: -0.544 1.983 -5.592  0.12
H: -2.072 3.531 -6.737  0.11
H: -3.480 5.080 -5.397  0.11
H: -3.369 5.006 -2.947  0.11
H: -2.642 2.584 -1.031  0.05
H: -2.538 4.325 -1.023  0.06
H: -1.188 5.551 1.109  0.03
H: -0.151 4.648 2.239  0.01
H: -1.834 4.135 1.970  0.02
H: 0.784 4.943 -1.910  0.03
H: 2.007 3.752 -1.396  0.00
H: 1.635 5.143 -0.351  0.03
B: 4.595 1.656 -1.600  -0.39
C: 3.224 1.126 -1.066  -0.21
N: 2.203 0.797 -0.626  0.03
H: 4.937 0.937 -2.506  0.02
H: 5.351 1.624 -0.658  0.02
H: 4.371 2.791 -1.973  0.02
C: 4.390 2.222 2.139  -0.08
C: 3.415 3.183 1.502  -0.27
O: 2.041 2.867 1.843  -0.22
H: 5.408 2.487 1.853  0.09
H: 4.206 1.202 1.798  0.07
H: 4.324 2.253 3.229  0.08
H: 3.473 3.121 0.417  0.07
H: 3.621 4.215 1.797  0.12
H: 1.975 2.902 2.804  0.08